This record from the OMol25 dataset describes a 2-piece molecular cluster, C7H12O overall. The level of theory is ωB97M-V with the def2-TZVPD basis set.

Calculated values
LUMO level	-0.0403	Ha
HOMO energy	-7.1	eV
HOMO-LUMO gap	6.02	eV
E	-9496.997	eV
molar mass	112.17	g/mol

Last column: natural (NBO) charge in e.
CARTESIAN COORDINATES (ANGSTROEM)
C: 1.208 -0.719 0.907  -0.198
C: 2.501 -0.244 0.871  -0.511
C: -1.195 -0.961 0.220  -0.140
C: 0.311 -0.949 -0.126  0.022
C: 0.563 -0.702 -1.574  -0.682
C: -3.254 0.371 0.101  -0.351
C: -1.941 0.152 -0.167  -0.274
H: 0.791 -0.778 1.931  0.208
H: 3.085 -0.411 -0.030  0.211
H: 2.957 0.017 1.794  0.214
H: -1.453 -1.698 0.960  0.205
H: 1.597 -0.951 -1.875  0.226
H: -0.134 -1.315 -2.165  0.228
H: 0.370 0.351 -1.841  0.249
H: -3.786 -0.419 0.649  0.193
H: -3.704 1.308 -0.232  0.208
H: -1.387 0.994 -0.581  0.225
H: 1.175 2.693 0.678  0.465
H: 1.740 1.336 0.190  0.475
O: 1.238 2.142 -0.108  -0.973

---

This record from the OMol25 dataset describes a 2-piece molecular cluster, C7H12O overall. The level of theory is ωB97M-V with the def2-TZVPD basis set.

Calculated values
LUMO level	0.0267	Ha
HOMO energy	-8.1	eV
HOMO-LUMO gap	8.81	eV
E	-9498.903	eV
molar mass	112.17	g/mol

Last column: natural (NBO) charge in e.
CARTESIAN COORDINATES (ANGSTROEM)
C: -1.158 1.522 -0.258  -0.210
C: -0.494 2.193 0.673  -0.365
C: -2.847 -0.161 -0.733  -0.368
C: -1.651 0.130 -0.215  -0.070
C: -0.729 -0.966 0.127  -0.249
C: 0.577 -0.967 -0.146  -0.130
C: 1.522 -2.068 0.234  -0.640
H: -1.440 2.081 -1.147  0.202
H: -0.234 3.222 0.469  0.194
H: -0.201 1.807 1.635  0.202
H: -3.436 0.621 -1.188  0.193
H: -3.251 -1.163 -0.722  0.197
H: -1.097 -1.951 0.412  0.202
H: 1.044 -0.176 -0.699  0.206
H: 1.163 -2.690 1.052  0.212
H: 1.727 -2.656 -0.667  0.212
H: 2.466 -1.668 0.575  0.207
H: 3.303 1.214 -0.438  0.476
H: 3.734 -0.195 0.068  0.471
O: 3.108 0.521 0.204  -0.941

---

This record from the OMol25 dataset describes one molecule with the formula C7H12O. The level of theory is ωB97M-V with the def2-TZVPD basis set.

Calculated values
LUMO level	0.0310	Ha
HOMO energy	-9.0	eV
HOMO-LUMO gap	9.81	eV
E	-9497.754	eV
molar mass	112.17	g/mol

Last column: natural (NBO) charge in e.
CARTESIAN COORDINATES (ANGSTROEM)
C: -0.060 -1.766 1.125  -0.064
O: -1.081 -2.488 0.512  -0.734
C: 0.812 -1.172 -0.007  -0.419
C: -0.209 -0.487 -0.935  -0.450
C: -0.001 0.994 -0.813  -0.049
C: 0.627 1.640 -1.790  -0.385
C: -0.056 2.230 1.343  -0.386
C: -0.630 1.608 0.264  -0.199
H: -0.643 -1.028 1.681  0.183
H: 0.586 -2.319 1.742  0.163
H: -0.819 -3.491 0.378  0.470
H: 1.497 -0.399 0.413  0.211
H: 1.347 -2.017 -0.492  0.203
H: -0.162 -1.032 -1.922  0.220
H: -1.268 -0.752 -0.681  0.242
H: 1.020 0.938 -2.408  0.188
H: 0.577 2.656 -1.995  0.201
H: -0.702 2.689 2.036  0.195
H: 0.972 2.346 1.476  0.194
H: -1.807 1.850 0.075  0.214

---

This record from the OMol25 dataset describes a 2-piece molecular cluster, C7H12O overall. The level of theory is ωB97M-V with the def2-TZVPD basis set.

Calculated values
LUMO level	0.0333	Ha
HOMO energy	-9.4	eV
HOMO-LUMO gap	10.31	eV
E	-9498.507	eV
molar mass	112.17	g/mol

Last column: natural (NBO) charge in e.
CARTESIAN COORDINATES (ANGSTROEM)
C: 0.339 0.555 2.469  -0.208
C: 0.360 -0.422 3.364  -0.385
C: -0.573 0.992 0.247  -0.182
C: 0.474 0.599 0.970  -0.244
C: -1.184 0.656 -3.557  -0.644
C: -1.079 0.348 -2.078  -0.148
C: -0.581 1.226 -1.227  -0.245
H: 0.027 1.544 2.794  0.194
H: 0.721 -1.421 3.122  0.192
H: -0.090 -0.232 4.333  0.208
H: -1.510 1.069 0.776  0.205
H: 1.473 0.466 0.584  0.202
H: -2.230 0.862 -3.817  0.215
H: -0.683 1.592 -3.806  0.213
H: -0.904 -0.238 -4.118  0.216
H: -1.186 -0.715 -1.898  0.206
H: -0.348 2.244 -1.474  0.204
H: 1.367 -2.065 0.755  0.465
H: 2.425 -2.434 -0.198  0.463
O: 1.660 -2.834 0.244  -0.927

---

This record from the OMol25 dataset describes one molecule with the formula C7H12O. The level of theory is ωB97M-V with the def2-TZVPD basis set.

Calculated values
LUMO level	0.0315	Ha
HOMO energy	-9.1	eV
HOMO-LUMO gap	9.92	eV
E	-9498.032	eV
molar mass	112.17	g/mol

Last column: natural (NBO) charge in e.
CARTESIAN COORDINATES (ANGSTROEM)
O: -3.005 0.243 -0.734  -0.540
C: -2.253 0.875 0.016  0.429
C: -1.268 1.872 -0.515  -0.523
C: 0.078 1.054 -0.480  -0.382
C: -0.119 -0.505 -0.571  -0.471
C: 3.079 -1.474 1.485  -0.660
C: 2.187 -0.841 0.470  -0.189
C: 0.920 -1.238 0.216  -0.177
H: -2.279 0.846 1.075  0.126
H: -1.320 2.011 -1.647  0.232
H: -1.297 2.843 0.041  0.231
H: 0.692 1.352 0.322  0.211
H: 0.644 1.358 -1.494  0.206
H: -0.275 -0.764 -1.723  0.228
H: -1.219 -0.704 -0.281  0.235
H: 3.827 -2.236 1.146  0.218
H: 3.571 -0.662 2.001  0.215
H: 2.737 -2.091 2.299  0.220
H: 2.696 -0.209 -0.167  0.195
H: 0.518 -2.147 0.577  0.197

---

This record from the OMol25 dataset describes one molecule with the formula C7H12O3. The level of theory is ωB97M-V with the def2-TZVPD basis set.

Calculated values
LUMO level	0.0310	Ha
HOMO energy	-8.6	eV
HOMO-LUMO gap	9.49	eV
E	-13591.504	eV
molar mass	144.17	g/mol

Last column: natural (NBO) charge in e.
CARTESIAN COORDINATES (ANGSTROEM)
C: -0.170 0.676 0.324  0.004
C: -0.409 1.915 0.652  -0.476
C: -0.922 -0.574 0.072  0.122
C: 1.736 -0.158 0.012  0.598
C: -1.933 -0.894 1.177  -0.603
C: -1.593 -0.537 -1.308  -0.616
C: 2.510 0.694 -0.948  -0.668
O: 0.019 -1.668 0.133  -0.270
O: 1.233 -1.309 -0.538  -0.285
O: 2.325 -0.277 1.240  -0.708
H: 0.386 2.632 0.770  0.212
H: -1.412 2.289 0.825  0.196
H: -2.248 -1.930 1.085  0.222
H: -2.798 -0.243 1.063  0.216
H: -1.490 -0.737 2.160  0.220
H: -0.836 -0.436 -2.082  0.223
H: -2.274 0.309 -1.363  0.212
H: -2.144 -1.459 -1.475  0.215
H: 3.441 0.190 -1.206  0.225
H: 2.746 1.641 -0.470  0.234
H: 1.935 0.867 -1.852  0.234
H: 1.899 -0.993 1.729  0.492

---

This record from the OMol25 dataset describes a 2-piece molecular cluster, C7H12O3 overall. The level of theory is ωB97M-V with the def2-TZVPD basis set.

Calculated values
LUMO level (spin up / spin down)	0.0177 / -0.0844	Ha
HOMO energy (spin up / spin down)	-8.7 / -6.1	eV
HOMO-LUMO gap (spin up / spin down)	9.13 / 3.82	eV
E	-13590.329	eV
molar mass	144.17	g/mol

Last column: natural (NBO) charge in e.
CARTESIAN COORDINATES (ANGSTROEM)
C: -0.481 0.233 -2.211  -0.651
C: -0.045 0.442 -0.797  0.072
C: 0.374 1.829 -0.365  -0.520
C: 0.224 1.587 1.083  0.328
O: 0.096 2.488 1.974  -0.654
C: 0.559 0.195 1.446  -0.503
C: 0.258 -0.508 0.136  -0.034
C: 0.858 -1.867 -0.105  -0.080
O: 0.542 -2.774 0.910  -0.729
H: -0.637 -0.829 -2.437  0.221
H: -1.413 0.787 -2.401  0.220
H: 0.271 0.611 -2.920  0.217
H: 1.396 2.150 -0.629  0.193
H: -0.304 2.637 -0.691  0.203
H: 0.420 3.364 1.704  0.478
H: 1.591 0.136 1.833  0.208
H: -0.086 -0.155 2.270  0.218
H: 0.540 -2.222 -1.103  0.163
H: 1.958 -1.776 -0.144  0.185
H: -0.445 -2.615 1.226  0.486
O: -2.616 -2.247 0.437  -0.439
H: -3.059 -1.468 0.782  0.416

---

This record from the OMol25 dataset describes a 2-piece molecular cluster, C7H12O3 overall. The level of theory is ωB97M-V with the def2-TZVPD basis set.

Calculated values
LUMO level	0.0110	Ha
HOMO energy	-9.2	eV
HOMO-LUMO gap	9.47	eV
E	-13592.606	eV
molar mass	144.17	g/mol

Last column: natural (NBO) charge in e.
CARTESIAN COORDINATES (ANGSTROEM)
C: 2.290 1.257 -0.312  -0.620
C: 0.957 -0.348 1.060  0.754
C: 1.073 0.335 -0.306  0.224
O: 0.949 -1.689 0.975  -0.680
O: 0.892 0.235 2.114  -0.622
O: 1.050 -0.492 -1.356  -0.729
H: 0.808 -2.047 1.863  0.493
H: 2.244 1.973 0.503  0.229
H: 3.186 0.646 -0.203  0.220
H: 2.347 1.776 -1.265  0.221
C: -1.441 -1.496 -1.165  -0.696
C: -0.315 1.472 -0.349  -0.665
C: -1.874 -0.824 -0.083  0.246
C: -2.375 -0.532 1.076  -0.508
H: -1.877 -1.244 -2.126  0.254
H: 0.018 -1.018 -1.378  0.475
H: -1.194 -2.545 -1.031  0.270
H: 0.051 2.091 -1.164  0.208
H: -1.351 1.301 -0.619  0.214
H: -0.244 2.011 0.590  0.215
H: -3.268 -1.040 1.420  0.247
H: -1.926 0.179 1.755  0.253

---

This record from the OMol25 dataset describes a 2-piece molecular cluster, C7H12O3S overall. The level of theory is ωB97M-V with the def2-TZVPD basis set.

Calculated values
LUMO level (spin up / spin down)	-0.0509 / -0.0263	Ha
HOMO energy (spin up / spin down)	-9.0 / -9.3	eV
HOMO-LUMO gap (spin up / spin down)	7.58 / 8.61	eV
E	-24424.492	eV
molar mass	176.24	g/mol

Last column: natural (NBO) charge in e.
CARTESIAN COORDINATES (ANGSTROEM)
C: -2.431 -1.543 0.708  -0.626
C: -0.539 1.729 0.366  -0.453
C: 0.872 2.053 -0.028  -0.412
C: 0.248 0.777 -0.496  -0.251
C: 2.202 -0.766 -0.495  -0.616
C: -0.027 -1.709 -0.449  -0.190
C: 0.757 -0.551 0.047  0.140
O: -3.489 0.895 0.486  -0.867
O: -2.535 -0.136 -1.531  -0.889
O: 0.776 -0.483 1.458  -0.714
S: -2.614 -0.090 -0.098  1.983
H: -2.198 -1.360 1.754  0.192
H: -0.701 1.465 1.399  0.243
H: -1.335 2.302 -0.082  0.236
H: 1.043 2.835 -0.752  0.220
H: 1.623 1.993 0.744  0.223
H: -0.031 0.720 -1.540  0.241
H: 2.865 -0.057 -0.007  0.231
H: 2.224 -0.599 -1.568  0.220
H: 2.548 -1.777 -0.287  0.206
H: 0.135 -2.673 0.001  0.195
H: -0.445 -1.687 -1.437  0.216
H: 1.050 -1.337 1.808  0.473

---

This record from the OMol25 dataset describes a 2-piece molecular cluster, C7H12O3S overall. The level of theory is ωB97M-V with the def2-TZVPD basis set.

Calculated values
LUMO level	0.0132	Ha
HOMO energy	-8.8	eV
HOMO-LUMO gap	9.13	eV
E	-24426.167	eV
molar mass	176.24	g/mol

Last column: natural (NBO) charge in e.
CARTESIAN COORDINATES (ANGSTROEM)
C: 0.702 0.528 -0.069  -0.220
C: 0.493 0.868 1.177  -0.062
C: -0.090 -1.518 -0.671  0.805
C: 0.709 2.284 1.657  -0.665
C: -0.033 -0.167 2.149  -0.647
C: 0.142 -3.747 -1.324  -0.282
C: -1.093 1.792 -1.620  -0.818
O: -1.261 -1.522 -0.923  -0.626
O: 1.392 2.681 -1.501  -0.985
O: 0.741 -2.528 -0.850  -0.518
S: 0.707 1.393 -1.658  1.265
H: 1.648 2.315 2.283  0.232
H: 0.927 3.165 0.980  0.271
H: -0.143 2.367 2.329  0.219
H: -0.674 -0.868 1.555  0.248
H: 0.919 -0.465 2.684  0.240
H: -0.598 0.280 3.014  0.222
H: -0.693 -4.144 -0.645  0.193
H: 0.851 -4.625 -1.459  0.213
H: -0.401 -3.547 -2.201  0.197
H: -1.238 2.319 -0.699  0.225
H: -1.585 0.770 -1.683  0.251
H: -1.423 2.370 -2.526  0.240